Record 1
27
Properties=species:S:1:pos:R:3 method="wB97M-V/def2-TZVPD" gap_ev="4.96 / 4.96" e_tot_ha=-661.6261 e_lumo_ev="-6.6864 / -6.6856" largest_force_ev_per_a=5.80 charge=+1
C -2.933 -1.321 1.318
C -2.755 -0.720 -0.033
H 0.672 0.793 3.239
C 1.903 2.657 -0.025
H 2.351 2.255 3.386
C 2.453 2.845 1.263
H -3.118 -1.749 -1.596
H -1.365 -3.448 -2.421
N -0.619 0.095 0.759
C 0.900 1.716 -0.091
C 2.005 2.004 2.333
H -1.313 2.044 -0.809
N -2.057 1.338 -0.758
C -0.770 -3.285 -1.524
H -0.961 -4.132 -0.987
N -3.085 -1.719 2.370
H -3.655 -0.274 -0.403
H 3.207 3.593 1.292
C -1.714 0.382 -0.006
H 0.534 1.482 -1.116
H 0.264 -3.212 -1.717
H 2.263 3.421 -0.790
N -1.243 -2.254 -0.761
C 0.973 1.098 2.201
H -0.775 -0.658 1.490
C 0.441 0.907 0.926
N -2.380 -1.683 -0.953

---

Record 2
27
Properties=species:S:1:pos:R:3 method="wB97M-V/def2-TZVPD" gap_ev=9.09 e_tot_ha=-1733.2308 e_lumo_ev=0.5311 largest_force_ev_per_a=3.79
H -3.010 -1.674 0.528
C -2.736 -1.717 -0.529
H -3.369 -0.912 -2.426
O 0.314 2.570 -0.148
C -3.707 -0.948 -1.387
C 3.360 0.745 -0.333
S -2.281 1.369 -1.071
C -1.097 0.472 -0.105
H -4.538 1.039 -1.470
C 2.079 0.610 0.224
C 4.277 -0.154 1.713
C -3.830 0.463 -0.848
S -1.039 -1.211 -0.699
H -2.711 -2.742 -0.898
C 1.880 0.035 1.462
H 0.874 -0.163 1.827
S 0.468 1.199 -0.584
H -1.231 0.750 0.962
H 2.820 -0.774 3.216
H -4.141 0.508 0.210
H 5.491 0.481 0.070
H 3.530 1.093 -1.341
H 5.129 -0.487 2.302
C 2.985 -0.322 2.230
O 0.706 0.811 -1.968
C 4.466 0.377 0.438
H -4.690 -1.420 -1.374

---

Record 3
24
Properties=species:S:1:pos:R:3 method="wB97M-V/def2-TZVPD" gap_ev=7.34 e_tot_ha=-861.5150 e_lumo_ev=0.6039 largest_force_ev_per_a=3.54
C 0.618 -0.309 0.477
C 0.775 0.924 -0.196
H -1.496 0.623 -2.793
H -2.186 -2.372 0.228
H 0.359 1.542 -2.199
C -1.311 -2.347 0.939
S -0.337 -1.519 -0.441
C 1.691 1.818 0.357
C 2.655 1.525 1.311
H 3.374 2.234 1.689
H 1.638 2.796 -0.107
H -2.318 1.376 -1.542
C -1.917 -0.533 -0.961
H -1.540 -1.640 1.733
H -0.424 2.364 -0.799
H -3.432 -1.754 -1.641
C -1.497 0.683 -1.732
H -0.999 -3.323 1.171
C 1.589 -0.618 1.472
H 1.645 -1.593 1.926
O -2.527 -1.454 -1.916
C -0.201 1.386 -1.315
H 3.260 -0.050 2.560
C 2.580 0.242 1.780